The following is a quantum chemistry calculation of C40H67BrClCsN7O11P3 as an isolated structure in a non-equilibrium geometry, from the OMol25 dataset.

Element x y z (Å)
1 C -8.207 3.547 3.476
2 C -7.226 2.887 3.775
3 C -5.945 2.036 4.052
4 C -5.861 0.946 2.870
5 C -4.988 -0.321 3.417
6 N -3.547 -0.107 3.215
7 C -3.109 -0.059 1.860
8 N -3.875 -0.288 0.800
9 C -3.386 -0.244 -0.615
10 O -2.440 -1.249 -0.930
11 C -2.655 -1.784 -2.258
12 C -2.440 -0.719 -3.414
13 O -1.986 -1.455 -4.562
14 C -2.093 -0.642 -5.751
15 C -0.846 0.367 -5.934
16 N -1.728 0.184 1.566
17 N -1.382 1.459 1.160
18 C -2.396 2.504 1.180
19 C -0.368 1.561 0.098
20 C 1.013 2.242 0.537
21 O -0.452 1.150 -1.044
22 C -0.769 -0.486 2.458
23 P -0.644 -2.325 1.953
24 O -1.959 -2.897 1.456
25 C -1.072 -0.294 4.016
26 C -0.197 -1.219 4.965
27 C 1.316 -1.429 4.568
28 C 2.141 -0.132 4.159
29 C 3.155 -0.564 2.985
30 O 3.963 -1.697 3.339
31 C 4.274 -2.369 2.086
32 P -0.936 1.520 4.603
33 N -2.382 2.214 4.807
34 O -0.086 2.509 3.587
35 O -0.196 1.625 6.124
36 C -2.615 -0.806 4.141
37 P -3.027 -0.786 5.980
38 N -3.158 -2.316 6.484
39 H -9.118 3.996 3.019
40 H -4.985 2.643 3.988
41 H -6.041 1.445 5.025
42 H -5.453 1.371 1.911
43 H -6.894 0.506 2.670
44 H -5.316 -1.200 2.757
45 H -5.376 -0.535 4.442
46 H -4.868 -0.500 0.905
47 H -4.285 -0.414 -1.303
48 H -2.952 0.753 -0.920
49 H -3.650 -2.333 -2.325
50 H -1.858 -2.584 -2.414
51 H -3.469 -0.304 -3.686
52 H -1.713 0.114 -3.134
53 H -3.076 -0.052 -5.824
54 H -2.034 -1.344 -6.645
55 H -1.239 1.416 -5.790
56 H -0.400 0.305 -6.974
57 H -0.017 0.179 -5.185
58 H -1.876 3.492 0.932
59 H -3.248 2.414 0.438
60 H -2.887 2.688 2.198
61 H 1.716 2.392 -0.322
62 H 1.528 1.513 1.255
63 H 0.854 3.186 1.139
64 H 0.256 -0.049 2.249
65 H 0.303 -2.436 0.871
66 H -0.268 -3.157 3.070
67 H -0.205 -0.918 6.065
68 H -0.693 -2.252 4.958
69 H 1.508 -2.210 3.763
70 H 1.834 -1.855 5.492
71 H 1.546 0.720 3.722
72 H 2.820 0.175 5.021
73 H 3.736 0.315 2.565
74 H 2.466 -0.906 2.128
75 H 4.243 -1.669 1.195
76 H 5.333 -2.792 2.101
77 H 3.549 -3.229 1.879
78 H -2.457 3.052 4.226
79 H -0.644 3.169 3.132
80 H -0.864 1.963 6.760
81 H -2.631 -1.913 3.841
82 H -4.309 -0.181 6.290
83 H -2.053 -0.050 6.735
84 H -4.131 -2.415 6.830
85 Br -4.850 0.857 -6.257
86 C 8.113 0.992 7.178
87 C 6.977 1.228 6.188
88 C 5.753 1.928 6.810
89 O 4.933 1.081 7.610
90 C 5.397 0.895 8.936
91 N 6.611 -0.052 5.571
92 H 7.910 0.165 7.861
93 H 9.034 0.743 6.645
94 H 8.307 1.888 7.774
95 H 7.365 1.886 5.403
96 H 5.109 2.269 5.992
97 H 6.044 2.826 7.369
98 H 5.880 1.792 9.333
99 H 6.079 0.044 8.983
100 H 4.535 0.659 9.564
101 H 5.921 0.123 4.842
102 H 6.093 -0.587 6.268
103 C 1.894 -3.721 -9.848
104 C 2.757 -4.014 -10.902
105 C 2.984 -3.074 -11.897
106 C 2.339 -1.840 -11.850
107 C 1.456 -1.556 -10.807
108 C 1.244 -2.495 -9.801
109 C 0.725 -0.266 -10.770
110 O -0.041 -0.017 -9.861
111 C 0.938 0.711 -11.865
112 C 0.216 1.902 -11.875
113 C 0.419 2.829 -12.889
114 C 1.350 2.573 -13.893
115 C 2.067 1.385 -13.890
116 C 1.857 0.446 -12.882
117 C 2.602 -0.835 -12.908
118 O 3.414 -1.062 -13.788
119 H 1.724 -4.453 -9.066
120 H 3.254 -4.977 -10.944
121 H 3.661 -3.305 -12.712
122 H 0.569 -2.274 -8.981
123 H -0.508 2.108 -11.094
124 H -0.148 3.753 -12.897
125 H 1.512 3.301 -14.680
126 H 2.787 1.189 -14.677
127 Cs -4.528 1.451 7.239
128 O -2.852 -5.332 6.996
129 H -3.314 -4.486 6.984
130 H -3.167 -5.782 6.204
131 Cl 3.008 4.029 1.027

Maximum force in eV Å⁻¹: 6.1
HOMO level in eV: -5.3

=====

The following is a quantum chemistry calculation of a 3-piece molecular cluster, C23H25BrCl4N2O6S2 overall in a non-equilibrium geometry, from the OMol25 dataset.

Element x y z (Å)
1 C -4.382 1.536 5.944
2 C -3.320 0.347 5.510
3 O -3.272 -0.105 4.247
4 O -2.347 -0.289 6.456
5 C -1.093 0.480 6.476
6 O -1.202 1.828 6.395
7 C 0.430 -0.171 6.580
8 C 0.933 -0.877 5.178
9 C 0.494 -2.247 4.794
10 C -0.505 -3.212 5.664
11 C 0.005 -3.553 7.185
12 O -0.937 -3.530 8.168
13 Br 1.868 -4.015 7.747
14 C 1.041 -2.809 3.327
15 O 1.209 -4.113 3.075
16 C 1.332 -1.699 2.136
17 C 1.762 -0.294 2.505
18 C 2.028 0.866 1.364
19 C 2.148 0.278 -0.175
20 C 0.707 0.010 -0.909
21 S 1.021 -0.401 -2.746
22 C 0.062 0.814 -3.806
23 S 0.130 2.471 -3.303
24 N -0.704 0.367 -5.041
25 C -0.342 1.009 -6.364
26 C -1.293 0.301 -7.503
27 N -2.136 -0.666 -6.699
28 C -1.822 -0.646 -5.217
29 C 1.925 -0.017 4.146
30 O 2.813 0.912 4.598
31 H -5.080 1.189 6.820
32 H -5.000 1.865 4.978
33 H -3.753 2.482 6.300
34 H 1.154 0.764 6.744
35 H 0.580 -0.846 7.538
36 H -1.600 -2.756 5.615
37 H -0.562 -4.247 5.076
38 H 1.182 -2.062 1.027
39 H 1.146 1.669 1.336
40 H 3.048 1.446 1.571
41 H 2.692 1.136 -0.803
42 H 2.862 -0.656 -0.239
43 H 0.106 -0.915 -0.490
44 H 0.030 0.961 -0.828
45 H 0.475 1.842 -6.488
46 H -1.310 0.495 -8.674
47 H -2.310 -1.274 -4.353
48 Cl 0.059 6.109 -2.981
49 C 1.756 6.243 -3.505
50 C 2.621 6.954 -2.475
51 Cl 2.214 8.683 -2.333
52 H 1.774 6.758 -4.470
53 H 2.122 5.223 -3.657
54 H 3.672 6.899 -2.771
55 H 2.522 6.499 -1.484
56 Cl -2.903 -5.192 -7.669
57 C -1.206 -5.057 -8.193
58 C -0.341 -4.347 -7.163
59 Cl -0.748 -2.618 -7.022
60 H -1.188 -4.542 -9.159
61 H -0.840 -6.077 -8.345
62 H 0.711 -4.402 -7.459
63 H -0.439 -4.801 -6.172

Maximum force in eV Å⁻¹: 9.3
HOMO level in eV: -8.4

=====

The following is a quantum chemistry calculation of a 14-piece molecular cluster, C40H115N7O14 overall in a non-equilibrium geometry, from the OMol25 dataset.

Element x y z (Å)
1 O 3.163 3.438 0.572
2 H 2.393 3.564 1.126
3 H 3.566 2.634 0.900
4 C -0.994 2.529 -4.216
5 C 0.190 2.561 -3.205
6 O 0.872 3.856 -3.429
7 H -1.723 1.760 -3.960
8 H -0.707 2.411 -5.261
9 H -1.545 3.469 -4.231
10 H 0.937 1.782 -3.362
11 H -0.026 2.516 -2.138
12 H 1.774 3.805 -3.106
13 C -0.546 4.987 -0.018
14 C -0.488 5.875 -1.252
15 O -1.154 5.488 -2.385
16 H -1.535 4.767 0.383
17 H 0.016 5.442 0.798
18 H -0.184 3.971 -0.173
19 H 0.532 6.218 -1.421
20 H -0.978 6.780 -0.891
21 H -0.625 4.827 -2.837
22 C 0.401 -2.537 3.029
23 C 1.772 -3.071 2.548
24 O 2.768 -2.134 2.910
25 H -0.314 -3.359 3.018
26 H 0.010 -1.759 2.373
27 H 0.436 -2.160 4.051
28 H 1.800 -3.042 1.459
29 H 2.087 -4.010 3.002
30 H 3.655 -2.440 2.707
31 C 3.957 -2.399 -2.632
32 C 3.665 -2.400 -4.130
33 O 4.844 -2.685 -4.889
34 H 3.074 -2.041 -2.101
35 H 4.787 -1.816 -2.233
36 H 4.163 -3.432 -2.352
37 H 3.284 -1.416 -4.401
38 H 2.872 -3.093 -4.414
39 H 4.755 -2.285 -5.757
40 C 5.831 -0.671 0.730
41 C 5.373 0.070 1.949
42 O 4.411 1.030 1.610
43 H 6.263 0.029 0.015
44 H 4.979 -1.082 0.188
45 H 6.471 -1.527 0.942
46 H 6.210 0.476 2.517
47 H 4.843 -0.554 2.668
48 H 3.683 0.878 2.216
49 C 1.250 0.466 0.159
50 C 0.983 -0.352 -1.117
51 O -0.395 -0.300 -1.418
52 H 2.293 0.741 0.315
53 H 0.898 -0.094 1.026
54 H 0.632 1.363 0.130
55 H 1.281 -1.392 -0.989
56 H 1.481 0.066 -1.992
57 H -0.623 -0.754 -2.232
58 C -4.384 2.999 -1.564
59 C -3.681 1.749 -0.976
60 C -3.844 0.482 -1.924
61 O -5.168 0.069 -2.154
62 C -5.281 -1.000 -3.047
63 N -2.278 2.118 -0.841
64 H -4.061 3.083 -2.601
65 H -4.141 3.935 -1.060
66 H -5.446 2.762 -1.509
67 H -4.060 1.524 0.020
68 H -3.384 -0.365 -1.415
69 H -3.265 0.681 -2.826
70 H -4.774 -0.717 -3.969
71 H -6.340 -1.101 -3.285
72 H -4.896 -1.912 -2.589
73 H -1.988 2.671 -1.635
74 H -1.786 1.237 -0.813
75 C -2.780 -5.919 0.043
76 C -1.606 -5.965 0.997
77 C -0.325 -5.180 0.508
78 O -0.069 -5.559 -0.842
79 C 0.982 -4.870 -1.537
80 N -2.046 -5.576 2.370
81 H -2.771 -6.654 -0.763
82 H -2.750 -4.908 -0.362
83 H -3.687 -6.048 0.635
84 H -1.273 -7.001 1.045
85 H 0.588 -5.428 1.051
86 H -0.543 -4.113 0.531
87 H 1.911 -5.324 -1.193
88 H 1.083 -3.795 -1.383
89 H 0.887 -5.027 -2.612
90 H -1.428 -5.722 3.155
91 H -2.260 -4.589 2.347
92 C 2.930 3.927 4.358
93 C 1.494 3.494 3.882
94 C 0.510 4.703 3.800
95 O -0.819 4.284 3.377
96 C -1.733 5.423 3.366
97 N 1.623 2.830 2.622
98 H 2.864 4.222 5.406
99 H 3.439 4.693 3.773
100 H 3.486 2.991 4.409
101 H 1.129 2.826 4.662
102 H 0.794 5.489 3.101
103 H 0.406 5.117 4.803
104 H -2.763 5.093 3.234
105 H -1.607 6.045 2.480
106 H -1.800 6.088 4.228
107 H 0.686 2.633 2.301
108 H 1.996 1.935 2.903
109 C 5.924 4.088 -2.718
110 C 4.650 3.203 -2.949
111 C 4.717 1.750 -2.291
112 O 5.914 0.963 -2.606
113 C 6.056 0.639 -3.978
114 N 3.479 3.898 -2.315
115 H 6.854 3.807 -3.212
116 H 6.230 3.956 -1.680
117 H 5.733 5.111 -3.042
118 H 4.536 3.202 -4.033
119 H 3.895 1.206 -2.757
120 H 4.507 1.712 -1.222
121 H 5.301 -0.097 -4.255
122 H 7.093 0.335 -4.117
123 H 5.790 1.465 -4.637
124 H 3.612 4.894 -2.420
125 H 3.448 3.725 -1.320
126 C -1.413 0.830 3.096
127 C -2.824 1.323 3.120
128 C -3.241 1.670 4.543
129 O -3.116 0.499 5.344
130 C -3.659 0.625 6.656
131 N -2.862 2.507 2.334
132 H -1.087 0.688 2.065
133 H -1.208 -0.095 3.636
134 H -0.794 1.608 3.542
135 H -3.535 0.606 2.710
136 H -4.259 2.057 4.570
137 H -2.651 2.427 5.060
138 H -3.379 -0.221 7.283
139 H -4.735 0.798 6.660
140 H -3.124 1.454 7.119
141 H -2.670 2.333 1.358
142 H -2.151 3.177 2.592
143 C -4.882 -2.834 5.174
144 C -3.631 -2.891 4.305
145 C -3.869 -2.360 2.921
146 O -2.666 -2.509 2.159
147 C -2.762 -2.110 0.803
148 N -2.633 -2.170 5.061
149 H -4.776 -3.435 6.078
150 H -5.677 -3.418 4.711
151 H -5.212 -1.809 5.342
152 H -3.255 -3.913 4.341
153 H -4.242 -1.336 2.925
154 H -4.703 -2.890 2.462
155 H -1.824 -2.175 0.252
156 H -2.923 -1.034 0.736
157 H -3.457 -2.674 0.181
158 H -2.958 -1.224 5.200
159 H -1.845 -2.081 4.435
160 C -2.502 -3.259 -2.921
161 C -1.113 -2.913 -3.427
162 C -0.776 -3.837 -4.611
163 O 0.583 -3.595 -5.085
164 C 0.919 -4.576 -6.031
165 N -1.070 -1.508 -3.874
166 H -2.918 -2.620 -2.142
167 H -2.462 -4.277 -2.535
168 H -3.189 -3.178 -3.764
169 H -0.398 -2.994 -2.608
170 H -1.503 -3.719 -5.414
171 H -0.832 -4.849 -4.209
172 H 0.421 -4.529 -7.000
173 H 0.784 -5.566 -5.596
174 H 1.963 -4.410 -6.295
175 H -0.342 -1.508 -4.574
176 H -1.869 -1.264 -4.442

Maximum force in eV Å⁻¹: 2.6
HOMO level (alpha / beta) in eV: 0.5 / -6.8
<S²>: 0.75
Spin multiplicity: 2
Charge: -1

=====

The following is a quantum chemistry calculation of a 2-piece molecular cluster, C5H16N2S overall, from the OMol25 dataset.

Element x y z (Å)
1 C 1.545 -0.872 -2.110
2 C 1.432 0.443 -1.373
3 N 0.005 0.843 -1.186
4 C -0.400 2.110 -1.835
5 H 1.046 -0.794 -3.083
6 H 2.585 -1.134 -2.291
7 H 1.083 -1.676 -1.538
8 H 1.889 0.386 -0.388
9 H 1.910 1.243 -1.943
10 H -0.218 0.935 -0.123
11 H -0.609 0.113 -1.541
12 H 0.142 2.925 -1.366
13 H -1.461 2.230 -1.628
14 H -0.214 2.076 -2.902
15 C -1.558 0.307 1.758
16 C -1.385 -1.063 1.087
17 S 0.321 -1.694 1.223
18 N -0.399 1.172 1.484
19 H -1.671 0.132 2.831
20 H -2.468 0.780 1.374
21 H -1.728 -1.070 0.044
22 H -2.076 -1.724 1.620
23 H 0.410 0.651 1.828
24 H -0.473 2.028 2.023

Maximum force in eV Å⁻¹: 0.5
HOMO level in eV: -6.2